Entry 1:
This record from the Open Molecules 2025 dataset describes an isolated ion of composition C14H8F3N4O7S and charge -1 at a distorted geometry. The level of theory is wB97M-V/def2-TZVPD.

Highest occupied orbital energy: -4.8 eV
Gap between HOMO and LUMO: 6.838 eV
Energy above the lowest of the compared OMol25 structures with the same formula, charge and spin: 41.16 kcal/mol
Charge: -1
E_LUMO: 2.1 eV
SMILES: O=[N+]([O-])C1=CC(=[N+]([O-])[O-])[C@H]([C@H](c2ccccc2)S(=O)(=O)C(F)(F)F)c2nonc21

Each line ends with the natural charge from an NBO analysis.
Cartesian coordinates (Å):
H -0.447 -2.445 1.328  0.220
C -2.280 -1.432 1.979  -0.216
H -0.074 1.761 2.021  0.223
N 0.320 -2.239 -1.706  0.511
N -2.225 1.238 -3.935  0.512
O 3.116 1.257 0.967  -0.903
C -1.256 0.913 -2.907  -0.123
H -2.446 1.913 2.687  0.213
N 1.122 2.676 -0.749  -0.058
C 0.151 -0.810 -1.854  -0.127
O 0.376 3.728 -1.321  -0.175
C 0.546 1.562 -1.283  0.060
O -0.366 -2.989 -2.445  -0.443
O -2.653 2.403 -4.082  -0.410
C 1.126 -0.438 0.745  -0.569
C -0.192 -0.347 1.398  -0.078
O 1.140 -2.700 -0.882  -0.473
C -2.832 -0.200 2.304  -0.226
H 1.429 -1.451 0.480  0.311
F 3.897 -1.773 1.043  -0.310
H -3.898 -0.146 2.597  0.207
H -1.318 -1.183 -3.379  0.286
H -2.828 -2.379 2.094  0.211
C -0.530 1.924 -2.142  0.092
C 0.852 0.160 -1.022  -0.131
N -0.637 3.290 -2.185  -0.069
O 1.725 0.731 3.036  -0.891
S 2.347 0.346 1.775  2.073
H 1.938 -0.004 -0.828  0.257
F 4.646 -0.568 2.730  -0.307
O -2.595 0.290 -4.663  -0.451
C 3.534 -1.076 2.159  0.744
C -2.035 0.955 2.309  -0.230
C -0.956 -1.507 1.540  -0.206
F 2.873 -1.906 3.039  -0.321
C -0.701 0.874 1.878  -0.139
C -0.867 -0.428 -2.723  -0.063

=====

Entry 2:
This record from the Open Molecules 2025 dataset describes C14H8F6N2OPRuS as an isolated structure. The level of theory is wB97M-V/def2-TZVPD.

Highest occupied orbital energy (alpha / beta): -15.9 / -15.6 eV
Gap between HOMO and LUMO (alpha / beta): 5.573 / 5.197 eV
Expectation value of S²: 8.818
Spin multiplicity: 6
Energy above the lowest of the compared OMol25 structures with the same formula, charge and spin: 136.42 kcal/mol
Charge: +2
E_LUMO (alpha / beta): -10.4 / -10.4 eV

Each line ends with the Mulliken spin population.
Cartesian coordinates (Å):
H 7.208 -3.236 0.662  0.001
H 5.508 -1.606 2.086  0.000
C 3.480 -4.626 -0.447  -0.015
H 2.610 -5.226 -0.202  0.000
F -3.810 -3.236 -1.273  0.001
H 4.689 -6.366 -0.370  0.000
Ru 0.063 -1.895 -0.067  3.463
C 2.823 -0.400 -1.365  -0.001
F -0.767 -4.172 -0.832  0.025
S 2.380 1.148 -1.915  0.818
N 2.308 -1.667 0.916  -0.055
H 4.665 -0.533 -2.365  0.000
C 3.308 -3.302 -0.690  0.002
C 1.989 -1.207 -0.453  0.123
C 4.726 -5.280 -0.407  0.000
F -2.692 -5.178 -1.401  0.001
O 1.149 -1.621 1.707  0.294
P -2.356 -3.728 -1.110  -0.001
C 6.019 -4.738 -0.172  0.003
C 4.398 -2.409 -1.207  0.023
H 4.943 -2.921 -2.005  0.005
C 3.964 -1.048 -1.716  0.253
F -1.834 -2.825 -2.239  0.003
C 3.536 -1.507 1.677  -0.006
C 5.366 -2.252 -0.024  0.005
C 2.100 -2.596 -0.253  -0.214
F -1.180 -0.568 -0.454  0.266
F -2.280 -3.139 0.339  0.006
H 6.051 -1.438 -0.307  0.003
C 4.776 -1.789 1.307  -0.012
N 7.952 -6.450 0.062  0.000
C 7.097 -5.691 -0.037  0.000
C 6.254 -3.435 0.178  0.004
H 3.299 -1.130 2.662  0.004

=====

Entry 3:
This record from the Open Molecules 2025 dataset describes C14H8FNNaO2 as an isolated structure at a distorted geometry. The level of theory is wB97M-V/def2-TZVPD.

Highest occupied orbital energy: -4.4 eV
Gap between HOMO and LUMO: 6.917 eV
Charge: -1
E_LUMO: 2.6 eV

Each line ends with the natural charge from an NBO analysis.
Cartesian coordinates (Å):
C 2.729 -1.105 3.131  -0.252
H 4.376 -1.592 4.480  0.203
C -1.944 0.931 -2.596  -0.147
C 0.566 -1.348 4.017  -0.252
H -1.540 2.066 -6.233  0.202
C -1.746 0.463 -1.162  0.644
C -0.687 1.040 -3.148  -0.056
C -2.913 1.635 -4.645  -0.223
C -1.642 1.744 -5.204  -0.219
C 0.298 0.642 -2.060  0.631
O 1.509 0.624 -2.203  -0.628
C 1.342 -0.993 2.893  -0.499
C 3.301 -1.520 4.340  -0.328
N -0.400 0.316 -0.920  -0.780
O -2.655 0.260 -0.375  -0.627
H 0.492 1.525 -4.874  0.221
F 2.989 -2.254 6.570  -0.363
C 1.087 -1.769 5.246  -0.327
H 3.433 -0.858 2.335  0.175
H -3.781 1.874 -5.249  0.202
C -3.079 1.223 -3.322  -0.181
H 0.451 -2.032 6.086  0.203
Na 0.446 -0.305 0.886  0.868
H -0.522 -1.301 3.955  0.175
H -4.061 1.133 -2.873  0.220
C -0.504 1.445 -4.453  -0.217
C 2.455 -1.845 5.377  0.354

=====

Number 1: calculated total energy -1981.52525 hartree. Number 2: calculated total energy -2155.79266 hartree. Number 3: calculated total energy -1005.79848 hartree.